C11H17NOSi in the gas phase in a non-equilibrium geometry, computed with ωB97M-V with the def2-TZVPD basis set.

Structure (XYZ):
```
31
Properties=species:S:1:pos:R:3:forces:R:3
C 4.31378 -0.71634 0.27367 2.198 -2.492 -2.971
C 3.52952 -1.20258 -0.73697 0.300 0.491 1.679
C 3.75596 0.12018 1.30520 -0.199 -0.061 -0.365
C 2.09767 -0.95726 -0.69026 2.662 -3.445 -3.728
C 2.44071 0.44425 1.16854 -6.048 1.748 0.952
C 1.53746 -0.13360 0.23813 -0.545 4.854 5.345
C -0.40828 0.99850 -2.70358 0.657 -1.532 2.556
C -1.09981 0.43994 -1.69239 5.148 1.041 2.470
C -2.88687 -2.19743 0.60477 -0.839 0.505 0.823
C -0.12769 3.13445 0.34815 0.633 2.102 3.817
C -2.59034 -0.89474 1.46020 -1.018 0.139 -4.917
N -1.18640 -0.65377 1.22071 1.163 0.200 1.398
O -0.44827 1.87491 0.79448 -0.610 -0.876 -0.107
Si -0.28244 0.35716 0.17099 -0.558 0.426 -0.979
H 5.39679 -1.08489 0.13851 -1.638 1.164 0.991
H 4.10957 -1.82350 -1.39712 -0.762 -0.222 -0.722
H 4.25444 0.58497 2.07214 1.605 0.699 1.523
H 1.34610 -1.28822 -1.34694 0.046 -1.165 -1.569
H 1.90525 1.19969 1.93254 1.584 -1.677 -1.639
H -0.86567 1.12605 -3.59264 -1.545 0.507 -3.078
H 0.68274 1.14808 -2.76683 -0.592 0.260 0.777
H -2.04704 0.06818 -1.65462 -2.831 -0.445 -0.764
H -2.65073 -3.14635 1.06119 0.618 -0.109 0.706
H -3.94034 -2.24275 0.54286 -1.527 -0.249 -0.480
H -2.48469 -2.28714 -0.40800 0.169 0.828 0.200
H 1.00074 3.29045 0.55497 -1.710 0.459 0.369
H -0.91323 3.89853 0.89679 2.453 -1.537 -1.168
H -0.16052 3.35961 -0.65130 -0.786 -0.147 -2.888
H -3.33317 -0.03065 1.06441 2.045 -1.673 0.611
H -2.89753 -1.01273 2.45126 0.062 -0.332 1.756
H -0.63694 -1.24242 1.85935 -0.137 0.537 -0.595
```
Positions in Å, forces in eV/Å.

Output
HOMO-LUMO gap (spin up / spin down) (eV): 5.9 / 5.9
<S²>: 2.03
E_HOMO (spin up / spin down) (eV): -4.965 / -8.808
2S+1: 3
E_tot (eV): -23092.0797
Charge: 0